No. 1
The following is a DFT calculation (ωB97M-V/def2-TZVPD) of 9 unconnected molecules or ions with the total composition C51H117N3O15 at a distorted geometry.

Element x y z (Å)
C1 0.45898 -8.50609 -0.20090
O1 1.07351 -7.24748 -0.00223
C2 2.28956 -7.27013 0.76978
C3 2.64060 -5.98040 1.47203
O2 3.46532 -6.23490 2.64281
C4 4.51815 -5.27983 2.91699
H1 -0.27769 -8.42836 -1.00050
H2 0.04610 -8.91093 0.72308
H3 1.21996 -9.10554 -0.70057
H4 3.09359 -7.64141 0.13433
H5 2.25674 -7.99401 1.58404
H6 1.70425 -5.60159 1.88172
H7 3.24517 -5.38251 0.79002
H8 5.30155 -5.29156 2.15920
H9 4.88535 -5.54465 3.90852
H10 4.01353 -4.31388 2.89666
C5 2.22505 6.01520 8.66643
O3 3.67220 5.74532 8.68836
C6 4.49604 6.79442 8.15967
C7 5.97425 6.37173 8.34272
O4 6.17300 5.17080 7.67526
C8 7.38093 4.47397 7.92231
H11 1.68832 5.09161 8.88324
H12 1.81838 6.48896 7.77298
H13 1.95167 6.70472 9.46513
H14 4.41697 7.83578 8.47180
H15 4.27283 6.78097 7.09285
H16 6.10691 6.20884 9.41228
H17 6.72454 7.12805 8.11217
H18 8.20526 5.09749 7.57621
H19 7.34248 3.56955 7.31515
H20 7.58674 4.17984 8.95150
C9 9.18519 4.35468 -0.40207
O5 9.73979 4.72788 -1.67401
C10 10.63969 3.82665 -2.25877
C11 10.02884 2.34095 -2.39851
O6 8.74371 2.47696 -3.08381
C12 8.95108 2.75036 -4.40875
H21 8.44949 3.55880 -0.51782
H22 8.60811 5.19435 -0.01473
H23 9.89484 3.98892 0.34003
H24 11.48622 3.63939 -1.59814
H25 10.99357 4.25120 -3.19826
H26 9.92722 1.91863 -1.39880
H27 10.68315 1.61524 -2.88155
H28 9.16850 3.81591 -4.48234
H29 8.07918 2.60962 -5.04757
H30 9.74400 2.20372 -4.91920
C13 -2.72765 -4.45959 6.72551
O7 -2.32774 -3.25652 7.31665
C14 -1.84967 -3.35902 8.65743
C15 -0.51258 -4.21539 8.71950
O8 -0.81094 -5.63124 8.54236
C16 0.32702 -6.45416 8.20845
H31 -3.48709 -4.19736 5.98891
H32 -3.03604 -5.30425 7.34159
H33 -1.95264 -4.92729 6.11829
H34 -2.62608 -3.89167 9.20659
H35 -1.79193 -2.31073 8.95043
H36 -0.19980 -4.17397 9.76284
H37 0.28732 -3.85902 8.07046
H38 0.46887 -6.26385 7.14460
H39 0.13316 -7.52267 8.30224
H40 1.26905 -6.22418 8.70624
C17 -8.33177 5.87195 3.47915
O9 -7.49852 5.87361 4.65944
C18 -6.72642 4.68547 4.88447
C19 -7.51628 3.47775 5.44761
O10 -8.57727 3.05557 4.66877
C20 -8.17809 2.34510 3.48122
H41 -9.28770 5.42112 3.74571
H42 -7.96128 5.27688 2.64445
H43 -8.57847 6.87964 3.14479
H44 -5.81398 4.76134 5.47591
H45 -6.30476 4.44444 3.90867
H46 -8.02263 3.71807 6.38247
H47 -6.90179 2.61499 5.70475
H48 -7.95901 2.99907 2.63717
H49 -9.03922 1.70741 3.28146
H50 -7.34256 1.65229 3.58133
C21 14.17315 -2.93427 -4.56960
O11 13.35947 -3.45183 -3.56626
C22 12.60050 -4.60607 -3.91123
C23 11.83792 -4.95923 -2.62672
O12 10.80966 -4.02262 -2.41119
C24 9.63584 -4.05948 -3.26897
H51 14.72208 -3.71879 -5.09047
H52 14.81824 -2.13104 -4.21354
H53 13.50115 -2.46750 -5.28977
H54 13.26456 -5.42241 -4.19530
H55 12.02705 -4.48296 -4.82998
H56 12.52166 -5.02203 -1.78016
H57 11.43783 -5.96990 -2.70778
H58 8.96860 -4.81726 -2.85828
H59 9.82497 -4.36686 -4.29749
H60 9.06359 -3.13396 -3.20530
C25 -0.40127 7.65443 -10.61177
C26 0.03794 8.59952 -9.42659
C27 -1.19891 8.90489 -8.58503
C28 -1.69151 7.76802 -7.62740
C29 -0.52670 7.32952 -6.75891
C30 0.76629 6.92043 -7.63293
N1 1.07319 7.97667 -8.66803
O13 2.24679 7.66805 -9.43014
C31 1.96673 6.84993 -6.66512
C32 0.43222 5.51633 -8.14300
C33 0.42853 9.95868 -9.97086
H61 -1.25386 7.05545 -10.29173
H62 0.32720 6.92038 -10.95613
H63 -0.70356 8.22087 -11.49260
H64 -1.04965 9.77209 -7.94177
H65 -2.07362 9.18709 -9.17099
H66 -2.09269 6.97379 -8.25697
H67 -2.49281 8.09017 -6.96240
H68 -0.82673 6.52638 -6.08581
H69 -0.26135 8.15173 -6.09434
H70 2.90032 6.53723 -7.13281
H71 2.20716 7.80458 -6.19723
H72 1.70651 6.16401 -5.85895
H73 1.25443 4.91533 -8.53143
H74 0.11571 4.84613 -7.34378
H75 -0.41618 5.55047 -8.82648
H76 1.26137 9.87844 -10.66947
H77 0.71294 10.63594 -9.16555
H78 -0.40250 10.40597 -10.51622
H79 2.82589 8.43216 -9.38129
C34 -1.77372 1.77904 -0.00982
C35 -0.99713 0.56407 0.57473
C36 0.20014 0.18232 -0.28432
C37 1.40221 1.06298 -0.08762
C38 1.71137 1.09453 1.39517
C39 0.66885 1.57139 2.35414
N2 -0.57454 0.80094 1.97680
O14 -1.58467 1.05393 2.89278
C40 1.18321 1.20627 3.77455
C41 0.42312 3.05343 2.26418
C42 -1.99527 -0.60849 0.40904
H80 -1.07211 2.60959 -0.08745
H81 -2.61696 2.06911 0.61701
H82 -2.16593 1.60945 -1.01257
H83 0.43265 -0.87944 -0.20245
H84 0.01000 0.24224 -1.35593
H85 1.32873 2.10328 -0.40458
H86 2.25357 0.66460 -0.63951
H87 2.57043 1.76160 1.46685
H88 2.01010 0.10196 1.73232
H89 2.20438 1.54491 3.94955
H90 0.56268 1.64808 4.55420
H91 1.25084 0.11914 3.81556
H92 -0.46126 3.29784 2.85259
H93 1.19160 3.66394 2.73833
H94 0.20966 3.44920 1.27125
H95 -2.83676 -0.56957 1.10076
H96 -1.46604 -1.55463 0.29581
H97 -2.53175 -0.67298 -0.53761
H98 -1.66712 0.24005 3.39517
C43 -9.84127 -5.83440 -1.97694
C44 -9.67429 -7.09388 -1.12981
C45 -10.04948 -6.62257 0.35101
C46 -11.58817 -6.66633 0.57694
C47 -12.24381 -7.95989 -0.00569
C48 -11.94945 -8.23987 -1.46520
N3 -10.48930 -8.25389 -1.55532
O15 -10.04091 -8.76917 -2.82569
C49 -12.54540 -9.72222 -1.72698
C50 -12.63731 -7.20857 -2.40303
C51 -8.19742 -7.47545 -1.10908
H99 -8.92922 -5.24524 -1.88126
H100 -10.70950 -5.23068 -1.71276
H101 -9.98495 -6.00196 -3.04436
H102 -9.56920 -7.32386 1.03339
H103 -9.62752 -5.64665 0.59105
H104 -12.10559 -5.79057 0.18526
H105 -11.74573 -6.61570 1.65431
H106 -13.33264 -7.93737 0.03964
H107 -12.04382 -8.80473 0.65337
H108 -12.25228 -9.90202 -2.76131
H109 -12.14883 -10.44376 -1.01268
H110 -13.63313 -9.78716 -1.75395
H111 -12.69645 -6.20373 -1.98481
H112 -12.10515 -7.11450 -3.34963
H113 -13.67961 -7.46882 -2.58735
H114 -7.52766 -6.69811 -0.74132
H115 -7.84554 -7.89554 -2.05131
H116 -8.06173 -8.33228 -0.44914
H117 -9.46914 -9.49916 -2.57710

Computed properties:
Gap between HOMO and LUMO (eV): 8.46
Highest occupied orbital energy (hartree): -0.2967
SMILES string: CC1(C)CCCC(C)(C)N1O.CC1(C)CCCC(C)(C)N1O.CC1(C)CCCC(C)(C)N1O.COCCOC.COCCOC.COCCOC.COCCOC.COCCOC.COCCOC
Energy above the lowest of the compared OMol25 structures with the same formula, charge and spin (kcal per mole): 0.0

No. 2
The following is a DFT calculation (ωB97M-V/def2-TZVPD) of 9 unconnected molecules or ions with the total composition C51H117N3O15 at a distorted geometry.

Element x y z (Å)
C1 23.27959 -13.45351 -9.80788
O1 22.30904 -14.36729 -9.19985
C2 22.47702 -15.62669 -9.81526
C3 21.72025 -16.78142 -9.24064
O2 20.31641 -16.42278 -9.32787
C4 19.30268 -17.28720 -8.87239
H1 22.80933 -13.19711 -10.75720
H2 24.26403 -13.86401 -10.03255
H3 23.44178 -12.54299 -9.23106
H4 23.51197 -15.96867 -9.81075
H5 22.12414 -15.52170 -10.84121
H6 21.98153 -16.94814 -8.19563
H7 21.82948 -17.70401 -9.81074
H8 19.40491 -17.53360 -7.81555
H9 19.21059 -18.14235 -9.54198
H10 18.42797 -16.63836 -8.91705
C5 23.54364 -20.15614 0.35507
O3 22.50358 -20.41638 -0.53259
C6 22.62012 -21.62631 -1.31334
C7 21.89418 -22.84649 -0.67293
O4 22.48799 -23.23030 0.54636
C8 22.04870 -24.49811 0.97191
H11 23.39664 -19.23654 0.92149
H12 24.36427 -19.96324 -0.33592
H13 23.79140 -21.02865 0.95959
H14 23.66176 -21.80920 -1.57725
H15 22.10334 -21.41750 -2.25005
H16 21.90750 -23.65537 -1.40345
H17 20.82075 -22.68178 -0.57968
H18 22.05612 -25.17095 0.11440
H19 21.00911 -24.56032 1.29355
H20 22.74092 -24.90918 1.70672
C9 29.16448 -12.26018 -7.87811
O5 28.96228 -13.21970 -6.82715
C10 29.24243 -14.54410 -7.17537
C11 28.54553 -15.15539 -8.38416
O6 29.15886 -15.06822 -9.63158
C12 30.10858 -16.13515 -10.01726
H21 30.13278 -12.47723 -8.32909
H22 29.15683 -11.23932 -7.49616
H23 28.40592 -12.30799 -8.65939
H24 29.01137 -15.17096 -6.31411
H25 30.32178 -14.57220 -7.32470
H26 27.61072 -14.60095 -8.46672
H27 28.18877 -16.17552 -8.24218
H28 29.62686 -17.08537 -10.24775
H29 30.86713 -16.23195 -9.24051
H30 30.61351 -15.84480 -10.93859
C13 20.25645 -18.77972 -13.12979
O7 21.57743 -18.97310 -12.57942
C14 22.54988 -18.22192 -13.27467
C15 23.98761 -18.52101 -12.71305
O8 24.12907 -18.39764 -11.26079
C16 25.47707 -18.54490 -10.82806
H31 19.45327 -19.23014 -12.54658
H32 20.17623 -19.33097 -14.06669
H33 19.96299 -17.74682 -13.31718
H34 22.43118 -17.15680 -13.07585
H35 22.49956 -18.43772 -14.34190
H36 24.59216 -17.81283 -13.27970
H37 24.33578 -19.50145 -13.03800
H38 25.97021 -17.61203 -11.10133
H39 26.03470 -19.34579 -11.31358
H40 25.50461 -18.74209 -9.75641
C17 30.11299 -18.80090 -3.20762
O9 29.77117 -17.54486 -2.66970
C18 29.43418 -16.69437 -3.73990
C19 28.68042 -15.48549 -3.21343
O10 27.36743 -15.69405 -2.68099
C20 27.22888 -16.30782 -1.34760
H41 30.85301 -19.17782 -2.50165
H42 30.46849 -18.77542 -4.23770
H43 29.21984 -19.41759 -3.30802
H44 28.73637 -17.07269 -4.48693
H45 30.33082 -16.34452 -4.25150
H46 28.65772 -14.84414 -4.09447
H47 29.35050 -15.04762 -2.47359
H48 27.43937 -17.35563 -1.56183
H49 26.23716 -16.22177 -0.90353
H50 27.97374 -15.93685 -0.64356
C21 25.87186 -26.97558 -2.19036
O11 25.64536 -25.70656 -2.82646
C22 26.18538 -24.56280 -2.09330
C23 26.13450 -23.37224 -3.01388
O12 26.87761 -22.24263 -2.48844
C24 26.38741 -20.93279 -2.87161
H51 26.91560 -27.09371 -1.89923
H52 25.67898 -27.84104 -2.82430
H53 25.25029 -27.11452 -1.30579
H54 27.23511 -24.80204 -1.92319
H55 25.83231 -24.38983 -1.07667
H56 25.09694 -23.10401 -3.21296
H57 26.58262 -23.59095 -3.98314
H58 26.18389 -20.87322 -3.94079
H59 27.11001 -20.19939 -2.51373
H60 25.45632 -20.73156 -2.34183
C25 18.02364 -13.63742 -2.94250
C26 18.39006 -13.33788 -1.44524
C27 18.87143 -14.66335 -0.80435
C28 20.24588 -15.09900 -1.28811
C29 21.26290 -13.94787 -1.08380
C30 20.80748 -12.56964 -1.65842
N1 19.41816 -12.29522 -1.19720
O13 18.97255 -11.02130 -1.44638
C31 21.65822 -11.48934 -1.08192
C32 21.08612 -12.65748 -3.16565
C33 17.15334 -13.00385 -0.59168
H61 17.62787 -12.71646 -3.37065
H62 17.23781 -14.34444 -3.20842
H63 18.89642 -13.95201 -3.51467
H64 18.95826 -14.60096 0.28039
H65 18.19773 -15.48546 -1.04593
H66 20.10712 -15.42275 -2.31962
H67 20.61374 -15.96569 -0.73890
H68 22.17116 -14.26968 -1.59332
H69 21.49386 -13.84544 -0.02348
H70 21.68645 -11.32829 -0.00426
H71 22.69514 -11.72443 -1.32199
H72 21.51300 -10.55977 -1.63229
H73 20.81029 -13.65388 -3.51094
H74 20.57312 -11.87186 -3.72038
H75 22.15303 -12.53641 -3.35307
H76 16.71593 -12.01395 -0.72153
H77 17.52319 -13.09405 0.42969
H78 16.43712 -13.78553 -0.84488
H79 19.24210 -10.52834 -0.66797
C34 17.11472 -18.20060 -6.00158
C35 16.52948 -18.10439 -4.62669
C36 15.54894 -19.23573 -4.46116
C37 16.28376 -20.58794 -4.14326
C38 17.26812 -20.44364 -2.93489
C39 18.29605 -19.34682 -3.26253
N2 17.64603 -18.06924 -3.62431
O14 18.51641 -16.98811 -3.77160
C40 18.98275 -19.09363 -1.85356
C41 19.39209 -19.84936 -4.26640
C42 15.61013 -16.91279 -4.49634
H80 17.83633 -18.99683 -6.18431
H81 17.52448 -17.26737 -6.38798
H82 16.38891 -18.36447 -6.79810
H83 14.88995 -19.03179 -3.61721
H84 14.91856 -19.58582 -5.27856
H85 16.78533 -20.90919 -5.05613
H86 15.51296 -21.33754 -3.96412
H87 17.84238 -21.33307 -2.67559
H88 16.68695 -20.15254 -2.05991
H89 19.62586 -18.22097 -1.96743
H90 18.26182 -18.90196 -1.05881
H91 19.67714 -19.85299 -1.49399
H92 20.14937 -19.10243 -4.50455
H93 19.83850 -20.65425 -3.68247
H94 18.91192 -20.39057 -5.08164
H95 15.03086 -16.84986 -3.57514
H96 14.89927 -16.95455 -5.32158
H97 16.15151 -15.96810 -4.54688
H98 18.23640 -16.41271 -3.05598
C43 24.70183 -17.96855 -6.82897
C44 24.83740 -16.79458 -5.71985
C45 23.48973 -15.95192 -5.99010
C46 22.19901 -16.51051 -5.37269
C47 22.41705 -16.70568 -3.85818
C48 23.63342 -17.69929 -3.57084
N3 24.81723 -17.31622 -4.34976
O15 25.95775 -18.07101 -4.06758
C49 23.93399 -17.51138 -2.04112
C50 23.09503 -19.10832 -3.79177
C51 26.12290 -15.89939 -5.91010
H99 23.69962 -18.36807 -6.98410
H100 25.36630 -18.77571 -6.52062
H101 25.02188 -17.64612 -7.81979
H102 23.56558 -14.92618 -5.62927
H103 23.34415 -15.78808 -7.05784
H104 21.87161 -17.46915 -5.77509
H105 21.33956 -15.86565 -5.55600
H106 21.44582 -17.04057 -3.49395
H107 22.53724 -15.70344 -3.44687
H108 24.80612 -18.10368 -1.76422
H109 24.16304 -16.47261 -1.80327
H110 23.04842 -17.92338 -1.55725
H111 22.71849 -19.28787 -4.79878
H112 23.84482 -19.88267 -3.62961
H113 22.29247 -19.42974 -3.12793
H114 26.40902 -15.32864 -5.02664
H115 25.98108 -15.30170 -6.81051
H116 27.01022 -16.51254 -6.06755
H117 26.42367 -17.43810 -3.51625

Computed properties:
Gap between HOMO and LUMO (alpha / beta) (eV): 8.27 / 3.86
Expectation value of S²: 0.7545
Multiplicity: 2
Highest occupied orbital energy (alpha / beta) (hartree): -0.3647 / -0.3647
Energy above the lowest of the compared OMol25 structures with the same formula, charge and spin (kcal per mole): 0.0
Charge: +1